Record 1
CH2FOPS | ωB97M-V with the def2-TZVPD basis set

Structure (XYZ):
```
7
Properties=species:S:1:pos:R:3:forces:R:3
C 0.68290 0.04622 0.04382 -0.269 0.164 0.506
O -0.72183 -2.18940 0.36118 -0.643 -4.232 3.580
F -0.74090 1.98680 -0.54025 -0.969 -0.442 0.579
P -0.87347 0.79774 0.61454 0.253 0.832 -0.786
S -0.60425 -1.10777 -0.51290 0.809 4.462 -3.557
H 1.36635 -0.23213 0.87391 -0.030 0.001 -1.262
H 0.89119 0.69853 -0.84030 0.849 -0.785 0.941
```
Forces are in eV/Å.

The calculation puts the LUMO energy at 0.30 eV. Its energy above the lowest of the compared OMol25 structures with the same formula, charge and spin is 33.4 kcal/mol. Its frontier orbital gap is 9.49 eV.

Atomic partial charges in e from the Löwdin method, atoms 1 to 5: -0.59, -0.57, -0.42, 0.79, 0.67


Record 2
C26H25FN3O3STa | ωB97M-V with the def2-TZVPD basis set

Structure (XYZ):
```
60
Properties=species:S:1:pos:R:3:forces:R:3
Ta 0.93897 0.71266 0.12328 0.042 0.069 1.374
C 3.01319 -0.73816 0.01710 -0.017 0.005 0.039
C 2.77350 -2.00199 0.86826 0.072 -0.100 -0.054
C 2.69157 -1.71980 2.36754 0.013 0.004 0.145
C 1.59596 -2.76456 0.29570 0.044 -0.019 -0.136
C 1.79542 -4.03883 -0.20830 0.018 0.081 0.050
C 0.78199 -4.68916 -0.89815 0.006 -0.005 0.003
C -0.41389 -4.04196 -1.13471 -0.014 0.078 0.022
C -0.67459 -2.75653 -0.65021 0.015 -0.189 0.131
C -2.03483 -2.17379 -1.01647 0.016 -0.030 -0.099
C -2.05464 -0.69267 -1.38071 0.009 0.121 -0.003
C -3.14406 -2.50843 -0.01356 -0.043 0.017 0.035
C 0.34204 -2.16049 0.11491 -0.405 0.078 -0.051
N 0.08604 -0.88531 0.77820 0.118 -0.428 -0.536
C -0.82476 -0.86449 1.87197 0.238 -0.127 -0.256
C -1.21591 -1.96478 2.62014 -0.043 0.164 0.146
C -2.15835 -1.76444 3.62035 0.025 0.029 0.007
C -2.70423 -0.50667 3.86559 -0.014 -0.048 0.021
C -2.31631 0.60633 3.12433 0.107 0.007 -0.119
C -1.37433 0.36233 2.16401 -0.018 -0.067 0.054
F -0.87361 1.38134 1.32443 -0.256 -0.035 0.047
H 4.00156 -0.65134 -0.43968 0.058 -0.022 0.108
H 2.98428 0.20257 0.61440 0.119 -0.088 -0.002
H 2.38278 -0.74915 -0.89664 -0.071 0.051 -0.026
H 3.65019 -2.63202 0.71513 -0.049 -0.041 -0.009
H 1.90560 -1.01231 2.64036 0.046 -0.086 -0.056
H 3.64076 -1.32329 2.72874 0.000 0.036 0.026
H 2.50254 -2.65201 2.89770 0.021 0.002 0.027
H 2.75912 -4.51454 -0.08092 0.008 -0.015 -0.005
H 0.94653 -5.68366 -1.28993 -0.005 -0.008 0.007
H -1.17908 -4.53375 -1.72197 0.001 -0.012 -0.004
H -2.28822 -2.70769 -1.93572 -0.007 0.011 0.011
H -2.09775 -0.03926 -0.50643 0.003 -0.026 -0.016
H -2.94450 -0.46914 -1.96958 -0.024 -0.027 0.024
H -1.19645 -0.41555 -2.00208 0.019 -0.024 -0.006
H -3.08841 -1.88425 0.87773 -0.020 -0.010 -0.028
H -3.10761 -3.55292 0.29566 0.014 -0.014 -0.010
H -4.11532 -2.33206 -0.47502 -0.006 0.006 -0.017
H -0.81103 -2.94558 2.41179 0.010 -0.010 -0.019
H -2.48220 -2.60708 4.21488 -0.003 0.000 0.013
H -3.44289 -0.38506 4.64493 -0.004 0.000 0.010
H -2.72056 1.59528 3.28663 -0.026 -0.006 0.022
O 1.31759 3.88939 0.99369 -0.041 -0.025 -0.138
S 1.79058 3.01456 2.03690 0.191 0.098 0.482
N 1.63585 1.52691 1.79434 -0.139 0.390 -0.838
O -2.19746 2.98472 -0.90064 -0.053 -0.018 -0.023
C -1.09936 3.02798 -1.32939 0.239 -0.314 0.139
N -0.08215 1.95628 -1.09915 -0.136 0.924 -0.205
C 1.07739 2.40142 -1.65204 -0.121 -0.383 0.032
O 2.07330 1.62757 -1.38834 0.165 -0.123 -0.185
C 0.95418 3.65825 -2.32460 0.122 0.066 -0.067
C 1.87110 4.43813 -3.01180 -0.105 0.031 -0.016
C 1.40125 5.64745 -3.51292 -0.006 -0.029 0.018
C 0.07912 6.04282 -3.31751 -0.008 0.008 0.005
C -0.83586 5.25408 -2.61355 0.067 -0.037 -0.055
C -0.37186 4.05414 -2.12855 -0.180 0.089 -0.040
H 2.89438 4.12276 -3.15869 0.014 -0.005 0.006
H 2.06972 6.29437 -4.06358 0.006 -0.001 -0.002
H -0.24763 6.99070 -3.72336 -0.002 0.010 0.001
H -1.85865 5.57070 -2.46449 -0.007 -0.003 0.017
```
Forces are in eV/Å.

The calculation puts the LUMO energy at -8.28 eV. Its total charge is +2. Its energy above the lowest of the compared OMol25 structures with the same formula, charge and spin is 12.3 kcal/mol. Its frontier orbital gap is 6.43 eV.

Atomic partial charges in e from the Löwdin method, atoms 1 to 5: 1.88, -0.09, -0.32, -0.04, -0.16


Record 3
C34H79BeN3O8 | ωB97M-V with the def2-TZVPD basis set

Structure (XYZ):
```
125
Properties=species:S:1:pos:R:3:forces:R:3
Be -19.96893 7.17315 11.19995 0.314 -1.898 -2.833
C -18.43115 8.93852 8.36162 -0.699 -1.442 -0.861
C -19.83054 8.45362 7.76169 0.525 -0.155 1.624
O -20.69369 7.90839 8.72008 0.649 0.175 1.856
H -17.74399 9.16810 7.54725 -0.124 0.575 -0.007
H -17.99071 8.03423 8.78158 -0.051 -0.129 0.427
H -18.49369 9.71415 9.12489 -0.268 0.071 -0.276
H -19.68501 7.63209 7.06026 0.647 0.070 -0.404
H -20.29570 9.29254 7.24405 -0.204 0.236 0.088
C -17.78803 3.23694 9.44014 -0.526 -0.608 1.112
C -18.05092 4.57348 10.08373 1.435 2.142 0.297
O -19.06645 4.71336 11.03672 -1.385 1.109 0.003
H -18.76932 2.88514 9.12168 0.299 -0.506 -0.475
H -17.34944 2.54463 10.15878 -0.352 -0.166 0.151
H -17.02461 3.29093 8.66402 -0.454 0.352 -0.322
H -18.16340 5.27700 9.25880 -0.453 0.290 -0.359
H -17.15665 4.93287 10.59287 0.647 -0.177 -0.115
C -13.99733 3.03596 9.18074 -0.775 0.575 1.436
C -13.16847 1.77970 9.03106 1.135 -0.098 -0.682
C -12.17969 2.16464 7.85397 0.124 -0.265 -0.147
C -10.94279 1.28217 7.65034 0.146 0.085 2.545
C -10.17352 1.30930 9.08210 -0.709 -0.284 -1.106
C -11.02997 0.88411 10.33305 -0.371 -0.489 0.246
N -12.36241 1.56108 10.28952 1.774 0.741 -3.574
O -13.11411 1.38444 11.40597 -0.747 -0.085 1.141
C -11.15244 -0.68430 10.33399 -0.675 0.462 0.168
C -10.27072 1.38580 11.60806 1.192 0.296 -1.153
C -14.09658 0.54741 8.65680 2.019 0.808 0.739
H -14.67649 3.01628 10.03306 -0.533 -0.712 -0.029
H -14.60150 3.26538 8.30299 0.183 -0.016 -0.141
H -13.42831 3.90652 9.50698 0.648 0.067 -0.692
H -12.79162 2.26357 6.95739 -0.150 -0.461 -0.229
H -11.77658 3.17454 7.92938 -0.230 0.232 0.785
H -10.22457 1.70745 6.94934 -0.301 -0.052 -0.257
H -11.24862 0.28590 7.33096 0.337 -0.164 0.101
H -9.71462 2.29352 9.17602 -0.727 0.561 0.286
H -9.24283 0.74446 9.02847 -0.284 -0.835 0.097
H -11.33926 -1.03981 9.32068 0.582 -0.116 -0.126
H -10.33110 -1.18790 10.84379 0.377 0.122 -0.498
H -12.02772 -1.06485 10.86047 -0.247 0.546 0.357
H -10.17394 2.47074 11.56760 -0.738 0.243 0.260
H -10.44246 1.03764 12.62659 -0.834 -0.150 -0.332
H -9.21841 1.15991 11.43570 0.227 -0.588 -0.046
H -14.77825 0.73199 7.82652 -0.210 0.161 0.338
H -14.53073 0.26732 9.61657 -0.605 -0.171 -0.337
H -13.40458 -0.24087 8.36039 -0.190 -0.289 -0.068
H -13.01904 2.27304 11.75661 -0.515 -0.085 0.894
C -18.21476 -0.19000 8.88671 -0.343 0.323 0.402
C -18.31128 -1.65857 9.27472 -0.055 -0.586 -0.868
C -18.41675 -1.86378 10.81225 1.254 -0.821 -0.131
C -19.75996 -1.93842 11.51274 0.730 1.630 -0.286
C -20.74076 -2.76644 10.76556 -0.383 -0.094 -1.028
C -20.83278 -2.37001 9.26071 -0.508 -0.050 -1.420
N -19.46822 -2.34964 8.62579 0.477 -0.677 1.097
O -19.39210 -2.38372 7.16404 -0.286 0.491 1.835
C -21.66331 -3.42214 8.42111 -0.083 0.100 0.538
C -21.61100 -1.01532 9.14809 0.361 -0.663 -0.531
C -16.96892 -2.33878 8.80487 -0.857 -0.288 0.358
H -19.07992 0.36967 9.24220 -0.151 0.027 -0.089
H -18.13509 -0.07065 7.80619 -0.004 -0.025 0.002
H -17.35476 0.27164 9.37187 0.218 -0.035 -0.120
H -17.91861 -2.79632 11.07744 -0.069 -0.619 -0.511
H -17.66148 -1.20240 11.23679 -0.488 0.739 0.302
H -20.21039 -0.94703 11.56129 0.176 0.285 0.323
H -19.62083 -2.29108 12.53469 -0.040 0.025 0.002
H -21.68988 -2.45640 11.20277 -0.413 -0.778 -0.119
H -20.53976 -3.82906 10.90172 -0.179 -0.111 -0.178
H -21.84506 -3.09700 7.39673 0.477 0.110 -0.005
H -21.22672 -4.42088 8.41919 0.548 0.138 -0.109
H -22.67087 -3.63072 8.78087 -0.081 0.505 0.649
H -21.58329 -0.71689 8.10010 0.054 0.184 -0.042
H -22.65940 -1.19189 9.38844 -0.019 0.097 0.207
H -21.21549 -0.20007 9.75392 0.010 -0.181 0.055
H -16.68972 -2.14483 7.76924 -0.240 0.273 0.000
H -17.08548 -3.41747 8.90949 -0.001 -0.125 0.032
H -16.13169 -2.05193 9.44115 -0.059 0.232 0.070
H -19.06440 -3.28252 7.08425 -0.005 -0.100 -0.458
C -16.76773 7.30176 5.26402 -0.414 -0.444 -0.059
C -16.68443 5.87702 4.61829 -0.060 0.598 -0.481
C -15.38535 5.17503 5.09780 -0.239 0.445 0.003
C -15.35466 3.70994 4.80887 -0.357 -1.652 0.357
C -16.59826 2.99969 5.38255 1.662 0.125 -0.953
C -17.90125 3.63841 4.91719 -1.003 -0.766 -0.287
N -17.88977 5.13933 5.07104 1.595 -1.921 1.089
O -19.08348 5.73276 4.63173 0.164 -0.055 -0.320
C -18.30317 3.15889 3.43765 0.018 0.540 0.619
C -18.90057 2.93557 5.86962 -1.250 1.663 -0.846
C -16.51434 6.03079 3.08823 0.598 0.567 -0.714
H -17.02379 7.21447 6.31991 0.133 -0.182 0.144
H -17.56020 7.90258 4.81779 -0.096 -0.110 -0.224
H -15.86174 7.90263 5.18502 0.237 -0.333 -0.160
H -14.51761 5.56570 4.56628 -0.157 0.679 -0.018
H -15.20853 5.38501 6.15266 -0.175 -0.156 0.224
H -14.45365 3.26851 5.23481 0.124 0.008 0.253
H -15.24420 3.47492 3.75026 -0.284 0.319 -0.252
H -16.43530 2.83066 6.44696 -0.598 1.003 0.485
H -16.65141 1.94639 5.10719 0.116 -0.018 -0.706
H -17.94592 3.83774 2.66329 0.468 -0.277 0.048
H -18.03874 2.11913 3.24506 0.624 0.100 0.053
H -19.37727 3.12943 3.25451 -0.245 0.402 0.577
H -18.86806 3.35622 6.87466 0.360 -0.347 0.050
H -19.88401 3.20133 5.48192 -0.354 -0.237 0.193
H -18.81031 1.85052 5.81843 0.189 0.114 0.195
H -17.33970 6.01853 2.37638 -0.577 -0.122 0.686
H -15.78202 5.33626 2.67662 -0.087 -0.295 0.135
H -16.05334 7.00421 2.92077 0.106 0.165 -0.016
H -19.30539 6.23837 5.41705 -0.501 0.120 -0.038
C -21.90696 2.57077 10.18180 -0.025 0.561 0.095
O -21.74467 3.88040 10.70483 -0.314 0.022 -0.210
H -20.99441 1.97467 10.17681 0.162 -0.077 0.709
H -22.69898 2.16338 10.81016 0.139 -0.636 -0.379
H -22.17329 2.56900 9.12484 -0.534 0.216 -0.121
H -20.83332 4.17000 10.62015 0.679 -0.008 0.027
C -15.15066 6.93080 10.25158 1.818 -0.242 -1.117
O -15.45503 6.83592 11.59480 -0.866 0.084 1.325
H -15.86684 7.38773 9.56865 -0.316 -0.231 0.257
H -14.20767 7.46569 10.13856 0.011 0.677 -0.002
H -14.81824 5.94606 9.92310 -0.705 -0.317 -0.386
H -16.26823 7.29526 11.81686 0.109 0.003 -0.107
C -17.44895 1.82823 12.88039 -0.628 0.800 -0.430
O -18.60121 2.66911 13.06380 0.149 -1.337 0.666
H -17.45343 1.33058 11.91064 0.067 0.239 -0.391
H -16.58462 2.48446 12.98231 0.477 -0.522 0.037
H -17.43204 0.97595 13.55968 -0.178 0.517 0.574
H -18.63385 3.35155 12.38941 0.017 0.336 -0.438
```
Forces are in eV/Å.

The calculation puts the LUMO energy at -4.18 eV. Its frontier orbital gap is 3.79 eV.

Atomic partial charges in e from the Löwdin method, atoms 1 to 5: 0.98, -0.08, -0.37, -0.26, 0.06


Record 4
C2H3FN4 | ωB97M-V with the def2-TZVPD basis set

Structure (XYZ):
```
10
Properties=species:S:1:pos:R:3:forces:R:3
C 0.89432 0.15784 1.20656 0.919 0.211 0.327
C -0.14713 -0.46366 0.63046 -0.049 0.731 -1.376
H -0.50869 -0.03525 -2.61415 -2.491 -0.295 3.595
H -1.97354 0.48879 -1.46648 2.492 -2.127 -1.505
H 1.23977 -0.01679 2.20336 0.438 0.123 0.134
N -1.11445 -0.22959 -1.62777 -0.832 2.594 -2.113
N -0.26553 0.12776 -0.59315 0.579 -0.302 0.382
N 0.68767 1.06541 -0.74507 0.294 -0.616 -0.128
N 1.43763 1.04548 0.30726 -0.907 0.030 0.684
F -0.93976 -1.40726 1.05181 -0.442 -0.349 0.000
```
Forces are in eV/Å.

The calculation puts the LUMO energy at 0.64 eV. Its energy above the lowest of the compared OMol25 structures with the same formula, charge and spin is 59.3 kcal/mol. Its frontier orbital gap is 10.59 eV.

Atomic partial charges in e from the Löwdin method, atoms 1 to 5: -0.09, -0.32, 0.18, 0.15, 0.10


- Which of these has the highest frontier orbital gap?
  C2H3FN4


- Among the records above, which one has the lowest frontier orbital gap?
  C34H79BeN3O8